1.
{"formula": "C41H58N3", "method": "ωB97M-V/def2-TZVPD", "lumo_energy_ha": -0.1652, "homo_lumo_gap_ev": 4.24, "multiplicity": 1, "relative_energy_kj_mol": 113.0, "total_charge": 1, "species": ["N", "N", "N", "C", "C", "C", "C", "C", "C", "C", "C", "C", "C", "C", "C", "C", "C", "C", "C", "C", "C", "C", "C", "C", "C", "C", "C", "C", "C", "C", "C", "C", "C", "C", "C", "C", "C", "C", "C", "C", "C", "C", "C", "C", "H", "H", "H", "H", "H", "H", "H", "H", "H", "H", "H", "H", "H", "H", "H", "H", "H", "H", "H", "H", "H", "H", "H", "H", "H", "H", "H", "H", "H", "H", "H", "H", "H", "H", "H", "H", "H", "H", "H", "H", "H", "H", "H", "H", "H", "H", "H", "H", "H", "H", "H", "H", "H", "H", "H", "H", "H", "H"], "positions_angstrom": [[0.97472, 0.52764, -0.33985], [-1.24165, 0.75270, -0.10621], [2.89355, -1.33270, -4.73733], [2.16577, -1.83551, -3.76234], [2.75534, -0.91977, 0.68002], [-5.21460, 0.44424, 1.43954], [-1.95125, 1.82600, 2.74342], [3.47992, 3.02210, -0.76001], [-4.95825, 0.36740, 0.08327], [1.58174, 3.75238, 0.76690], [-3.57399, -0.30194, -1.83910], [-2.22177, -0.81150, -2.31186], [2.88622, 2.97177, 0.64829], [2.30635, -3.47775, 0.71542], [2.62295, -2.24189, -0.14466], [2.23481, 0.37975, 0.37240], [-2.59076, -2.20024, 3.48182], [-0.16218, -1.31517, 0.73995], [2.74200, 1.49637, 1.12908], [3.97877, -2.46987, -0.81735], [-4.52551, -1.50980, -1.94127], [-4.05464, 0.80459, -2.78162], [0.53133, 1.57320, -1.15901], [2.25226, -0.50798, -5.74244], [-1.40782, -1.84033, 2.83502], [-0.80114, 1.70658, -1.02257], [-3.52929, -2.91666, 1.35799], [-2.58368, 0.64634, 0.43846], [-1.33797, -1.89806, 1.43199], [-2.32015, -2.60786, 0.72850], [1.51749, -2.17508, -1.14861], [-2.18580, 3.29414, 2.37587], [-3.64289, 0.25548, -0.39485], [3.19158, 1.20967, 2.42572], [3.64185, -0.06219, 2.76582], [-4.15035, 0.71331, 2.29251], [-2.87025, 0.97974, 1.79544], [4.26588, -1.79854, -4.90248], [3.86748, 3.74097, 1.54298], [-0.17879, -0.07298, 0.15098], [-2.33181, 1.64295, 4.21920], [-3.66517, -2.70136, 2.73525], [3.51961, -1.08377, 1.83810], [-0.48187, 1.47261, 2.64200], [-4.26289, -2.26088, -1.18455], [-1.92285, 3.48487, 1.32871], [1.17791, 2.11613, -1.82913], [3.45478, 4.05284, -1.13638], [-4.35028, -3.35454, 0.79370], [4.71362, -1.33301, -5.78629], [0.77796, -1.50646, 1.24003], [3.06022, -3.67949, 1.47997], [4.84801, -1.57150, -3.99704], [4.83817, 3.24270, 1.60225], [-4.58743, -2.96536, 3.24663], [3.47319, 3.88488, 2.55325], [4.76554, -2.58955, -0.05965], [0.81669, 3.43393, 0.05823], [2.26682, -4.34957, 0.04961], [3.95485, -3.37719, -1.43281], [-1.59904, 3.96072, 3.02093], [2.61781, -2.68983, -3.26041], [4.29248, -2.89026, -5.02440], [1.73929, 0.32524, -5.24378], [-5.07397, 1.11726, -2.52930], [-3.40027, 1.68107, -2.69541], [4.13133, -0.24603, 3.72108], [3.26338, 1.99798, 3.17613], [-1.54322, -0.00579, -2.60188], [1.47513, -1.07738, -6.27483], [1.09360, -1.59373, -3.75219], [-3.32284, 2.05704, 4.43970], [2.96969, 2.37332, -1.47053], [-4.03627, 0.45842, -3.82368], [2.98797, -0.15524, -6.46415], [-2.29820, 0.58575, 4.50949], [4.24981, -1.61869, -1.45529], [-5.57324, -1.22967, -1.79741], [-2.38594, -1.43303, -3.20536], [-1.49796, 2.38684, -1.49679], [-2.11591, -2.90986, -0.30028], [-5.80347, 0.30602, -0.60916], [0.52596, -2.16028, -0.64873], [-0.53065, -1.49759, 3.39472], [-6.22365, 0.31604, 1.83081], [4.00810, -2.04234, 2.02368], [1.58797, -1.25885, -1.73263], [1.52560, -3.08153, -1.75879], [-2.64648, -2.11432, 4.56482], [-3.24859, 3.53762, 2.50533], [-1.61526, 2.18567, 4.84918], [1.32968, -3.40527, 1.20034], [1.78004, 4.81304, 0.55980], [-4.36540, 0.74687, 3.36485], [-0.32509, 0.40129, 2.78189], [4.52475, 2.69098, -0.71540], [0.08619, 1.99405, 3.42475], [-1.75256, -1.45582, -1.56137], [4.02770, 4.74042, 1.12271], [1.17336, 3.66739, 1.78150], [-4.44353, -1.97572, -2.93226], [-0.04065, 1.77144, 1.69143]]}

=====

2.
{"formula": "C41H58N6NaO8SSi", "method": "ωB97M-V/def2-TZVPD", "lumo_energy_ha": 0.0170, "homo_lumo_gap_ev": 4.50, "multiplicity": 1, "relative_energy_kj_mol": 200.9, "total_charge": -1, "species": ["S", "Si", "Na", "O", "O", "O", "O", "O", "O", "O", "O", "N", "N", "N", "N", "N", "N", "C", "C", "C", "C", "C", "C", "C", "C", "C", "C", "C", "C", "C", "C", "C", "C", "C", "C", "C", "C", "C", "C", "C", "C", "C", "C", "C", "C", "C", "C", "C", "C", "C", "C", "C", "C", "C", "C", "C", "C", "C", "H", "H", "H", "H", "H", "H", "H", "H", "H", "H", "H", "H", "H", "H", "H", "H", "H", "H", "H", "H", "H", "H", "H", "H", "H", "H", "H", "H", "H", "H", "H", "H", "H", "H", "H", "H", "H", "H", "H", "H", "H", "H", "H", "H", "H", "H", "H", "H", "H", "H", "H", "H", "H", "H", "H", "H", "H", "H"], "positions_angstrom": [[-1.14052, 2.31518, -3.49988], [-0.19882, -1.45182, 2.23782], [0.68348, 0.32648, -0.59308], [-0.50232, -3.10732, 2.35712], [0.51608, -1.05502, 0.91882], [0.52008, -1.14292, 3.67922], [-3.68442, 6.76908, -7.88398], [-1.73022, -0.83692, 2.14862], [-5.40562, 6.44428, -6.51648], [5.94198, 3.76598, 2.15542], [7.01428, 2.92058, 0.37102], [2.26068, 1.89688, -0.67448], [2.20968, 1.08328, -3.24258], [1.39818, -1.98082, -2.50698], [-1.92462, -4.61672, -1.03398], [-0.93362, -0.37342, -2.04098], [-0.08752, 2.19428, 0.58192], [2.27928, 0.33258, 2.91752], [2.10248, -0.48362, 5.28322], [3.17878, -0.03622, -5.11108], [0.37878, -4.06262, 2.88472], [3.44348, 3.05968, 1.03392], [-2.18482, -2.14452, -0.98868], [-2.04982, 5.03208, -6.24918], [3.41478, 1.59618, -1.25738], [4.65408, 2.73938, 0.43892], [-1.35472, 4.14218, -5.47868], [-0.10632, -5.42872, 2.36932], [-3.21582, 3.99878, -3.95138], [6.03148, 3.19878, 1.06322], [0.92648, 2.97088, 0.95902], [4.40778, 0.18638, -3.07798], [-0.53512, 4.34228, 2.27402], [-3.37062, 5.39858, -5.92218], [-3.91072, 4.87898, -4.72788], [-3.60152, 0.31688, 3.03502], [-1.29402, 2.46508, 1.03102], [1.82128, -3.81572, 2.43992], [-4.23292, 6.22248, -6.74728], [0.73448, 4.06548, 1.80532], [-1.58172, 3.52238, 1.88232], [0.42188, 1.15218, 4.36992], [2.25828, 2.63648, 0.42872], [3.33088, 0.90818, -2.55168], [2.14108, 0.64178, -4.48118], [0.10528, -3.22712, -0.91368], [1.31818, -0.04562, 4.03882], [-1.33822, -3.30172, -0.50048], [-3.69132, -2.14732, 2.46922], [-2.82022, -1.00472, 3.01702], [-1.72702, -1.53532, -2.32628], [4.63888, 2.01798, -0.74338], [0.37368, -2.99242, -2.40428], [-0.88832, -2.52182, -3.14358], [-2.40062, -1.36192, 4.44332], [0.31368, -4.05332, 4.41622], [4.32318, -0.29612, -4.36908], [-1.93092, 3.55418, -4.33208], [0.63798, -4.11292, -0.56478], [-2.94272, 1.11848, 3.35862], [5.58398, 1.83368, -1.23268], [2.73958, 0.32368, 5.62932], [-3.26142, -1.33682, 5.10912], [2.19258, -2.19412, -1.91818], [-2.58752, 3.69748, 2.23052], [1.01658, 2.04878, 4.52702], [-3.64572, 3.60228, -3.04098], [3.01538, 1.05398, 3.25722], [-1.37122, -3.34422, 0.59022], [-3.96592, 0.55798, 2.03952], [2.15188, -2.86602, 2.84152], [-0.70602, 5.18328, 2.93292], [0.45388, -6.22342, 2.85282], [-0.69842, -4.27102, 4.75232], [-1.51282, 0.35668, -1.64168], [-3.23062, -2.46012, -1.03918], [2.78178, -0.55522, 2.54702], [-0.34722, 3.85168, -5.74518], [-0.15062, 0.95338, 5.27222], [-0.26762, 1.30958, 3.54452], [-1.16172, -5.54802, 2.59932], [-4.51302, -2.36432, 3.14762], [-2.07462, 1.79278, 0.70982], [-2.10932, -1.36982, -0.22498], [-4.08922, -1.88702, 1.49102], [0.03618, -5.50072, 1.29082], [-0.58692, 0.04238, -2.89818], [1.71378, -1.84632, -3.45978], [1.21098, 0.84918, -4.99438], [-4.90792, 5.19388, -4.45378], [-2.89232, -4.73952, -0.72398], [-1.65202, -0.66192, 4.79282], [-1.50742, -3.38052, -3.43788], [2.72478, -1.34282, 5.03982], [5.28618, 0.01198, -2.47578], [-1.55472, 5.42878, -7.13288], [0.69708, -3.95722, -2.87458], [-2.74612, 6.54868, -7.93338], [-1.34282, -5.39032, -0.70048], [1.87608, -3.74782, 1.35862], [0.99598, -4.78762, 4.83732], [5.14298, -0.85442, -4.80268], [1.56988, 4.68708, 2.08172], [3.11008, -0.34312, -6.14558], [-1.88132, -4.55122, -2.05938], [1.71368, 0.75418, 2.09612], [1.41118, -0.75852, 6.07762], [-0.57872, -2.03152, -4.06718], [-4.44692, 0.25208, 3.71692], [0.59088, -3.06102, 4.75022], [-1.96082, -2.35352, 4.45092], [2.47208, -4.61022, 2.79832], [3.47148, 3.61518, 1.96092], [-3.05812, -3.02622, 2.37172], [0.48898, -2.36462, -0.34758], [-2.63382, -1.29732, -2.92208]]}

=====

Number 1: DFT total energy -1760.9657 hartree. Number 2: DFT total energy -3377.9306 hartree.